Formula: C2H4BFO3
Source: OMol25
Level of theory: ωB97M-V/def2-TZVPD

## Properties
Energy ... -11677.253 eV
Strongest force on any atom ... 4.69 eV Å⁻¹
Orbital gap ... 12.2 eV
SMILES ... CC(=O)F.O=BO
ΔE to the lowest compared entry with this formula, charge and spin ... 11.9 kJ/mol

```
! RIJCOSX wB97M-V def2-TZVPD def2/J DEFGRID3
* xyz 0 1
C -1.08 -0.34 -0.57
C -0.61 0.57 0.50
O 0.05 1.57 0.44
F -1.20 0.20 1.71
H -0.87 0.15 -1.50
H -2.12 -0.26 -0.67
H -0.67 -1.28 -0.34
O 2.42 -0.60 0.39
B 2.33 0.45 0.94
O 2.54 1.66 1.48
H 1.86 2.22 1.74
*
```

Mulliken atomic charge list, values in e, 8 entries: C -0.915; C 0.707; O -0.545; F -0.246; H 0.302; H 0.404; H 0.288; O -0.368

Formula: C17H20N3O6SeTi
Source: OMol25
Level of theory: ωB97M-V/def2-TZVPD

## Properties
Energy ... -123178.214 eV
Strongest force on any atom ... 0.24 eV Å⁻¹
Orbital gap (alpha / beta) ... 4.5 / 7.8 eV
ΔE to the lowest compared entry with this formula, charge and spin ... 11.9 kJ/mol

```
! RIJCOSX wB97M-V def2-TZVPD def2/J DEFGRID3
* xyz -1 3
Ti 0.55 -0.49 0.52
N -1.18 0.11 1.84
C -2.38 -0.53 1.29
C -2.25 -0.71 -0.23
O -3.25 -0.89 -0.90
O -1.03 -0.69 -0.66
H -1.05 -0.12 2.82
H -1.24 1.12 1.77
H -3.31 -0.02 1.52
H -2.43 -1.54 1.70
C 2.00 -2.50 -2.61
C 2.36 -1.12 -2.17
N 2.01 -0.57 -1.03
C 2.49 0.76 -1.05
C 3.15 0.97 -2.28
N 3.05 -0.26 -2.93
C 3.83 2.06 -2.90
O 3.89 3.22 -2.21
O 4.33 1.96 -4.02
C 2.27 1.59 0.07
O 2.65 2.78 0.15
O 1.60 0.98 1.08
H 1.68 -3.08 -1.75
H 2.85 -2.99 -3.07
H 1.18 -2.46 -3.33
H 3.43 -0.42 -3.85
H 3.45 3.12 -1.33
C 4.37 -6.19 -1.57
C 3.49 -5.31 -0.72
C 2.13 -5.58 -0.57
C 1.31 -4.78 0.21
C -0.16 -5.11 0.30
C 1.86 -3.68 0.88
Se 0.73 -2.56 1.97
C 3.22 -3.40 0.75
C 3.86 -2.23 1.46
C 4.01 -4.22 -0.05
H 3.78 -6.82 -2.23
H 4.99 -6.84 -0.95
H 5.04 -5.59 -2.19
H 1.70 -6.43 -1.09
H -0.38 -6.03 -0.24
H -0.76 -4.30 -0.13
H -0.48 -5.21 1.34
H 3.45 -1.28 1.10
H 4.94 -2.23 1.30
H 3.65 -2.27 2.53
H 5.07 -3.98 -0.15
*
```

Mulliken atomic charge list, values in e, 8 entries: Ti 0.650; N -0.501; C -0.376; C 0.602; O -0.690; O -0.636; H 0.256; H 0.278

Formula: C6H16O
Source: OMol25
Level of theory: ωB97M-V/def2-TZVPD

## Properties
Energy ... -8526.241 eV
Strongest force on any atom ... 7.08 eV Å⁻¹
Orbital gap ... 11.2 eV
SMILES ... CC(C)(C)C.CO
ΔE to the lowest compared entry with this formula, charge and spin ... 288.7 kJ/mol

```
! RIJCOSX wB97M-V def2-TZVPD def2/J DEFGRID3
* xyz 0 1
C 0.77 -0.62 1.45
C 1.07 0.02 0.01
C 0.16 1.29 0.01
C 0.54 -0.97 -1.01
C 2.55 0.33 -0.24
H 1.18 -0.07 2.14
H -0.41 -0.43 1.48
H 1.01 -1.80 1.60
H 0.44 2.04 -0.84
H -0.90 0.96 -0.08
H 0.29 1.96 0.89
H 0.91 -0.39 -1.96
H -0.52 -1.22 -0.85
H 1.04 -1.95 -1.03
H 3.18 -0.51 -0.12
H 2.64 0.82 -1.26
H 2.87 1.07 0.37
C -2.59 -0.29 -0.12
O -3.94 0.16 0.05
H -2.51 -1.36 0.27
H -2.13 -0.35 -1.22
H -1.90 0.20 0.54
H -3.74 1.12 -0.05
*
```

Mulliken atomic charge list, values in e, 8 entries: C -1.260; C 1.621; C -1.286; C -1.294; C -1.953; H 0.521; H 0.229; H 0.241

Formula: C5H7NO
Source: OMol25
Level of theory: ωB97M-V/def2-TZVPD

## Properties
Energy ... -8829.241 eV
Strongest force on any atom ... 0.64 eV Å⁻¹
Orbital gap ... 8.1 eV
ΔE to the lowest compared entry with this formula, charge and spin ... 671.7 kJ/mol

```
! RIJCOSX wB97M-V def2-TZVPD def2/J DEFGRID3
* xyz 0 1
O 2.39 -0.07 0.17
C 1.25 0.40 -0.46
C 0.11 -0.57 -0.77
C -0.41 -1.13 0.59
C -1.71 -0.38 0.20
N -0.91 0.55 -0.63
C 0.11 0.98 0.39
H 2.12 -0.80 0.74
H 1.54 1.04 -1.30
H 0.06 -1.26 -1.62
H 0.10 0.20 1.27
H -2.34 -1.05 -0.41
H -2.33 0.11 0.96
H 0.01 1.96 0.87
*
```

Mulliken atomic charge list, values in e, 8 entries: O -0.577; C -0.220; C -0.017; C -0.617; C -0.237; N -0.548; C -0.328; H 0.380

Formula: C26H29NO7
Source: OMol25
Level of theory: ωB97M-V/def2-TZVPD

## Properties
Energy ... -43253.761 eV
Strongest force on any atom ... 1.28 eV Å⁻¹
Orbital gap ... 8.3 eV
SMILES ... COc1cc(OC)c2c(C)cc(=O)oc2c1[C@H](CCN1CCOCC1)c1ccc2c(c1)OCO2
ΔE to the lowest compared entry with this formula, charge and spin ... 188.3 kJ/mol

```
! RIJCOSX wB97M-V def2-TZVPD def2/J DEFGRID3
* xyz 0 1
C 0.15 3.02 -1.49
O 0.19 1.70 -0.99
C -0.86 1.22 -0.29
C -1.96 1.99 0.07
C -3.00 1.48 0.81
O -4.08 2.22 1.17
C -4.17 3.56 0.76
C -2.97 0.13 1.24
C -3.99 -0.53 2.03
C -5.22 0.19 2.47
C -3.82 -1.83 2.36
C -2.66 -2.59 1.98
O -2.45 -3.75 2.25
O -1.72 -1.93 1.23
C -1.85 -0.64 0.86
C -0.80 -0.13 0.09
C 0.36 -1.04 -0.27
C 1.40 -1.04 0.86
C 1.90 0.36 1.25
N 3.04 0.41 2.14
C 4.30 -0.04 1.56
C 5.43 0.33 2.52
O 5.24 -0.25 3.79
C 4.01 0.14 4.34
C 2.84 -0.24 3.42
C 0.87 -0.75 -1.66
C 2.21 -0.57 -1.97
C 2.65 -0.33 -3.27
C 1.70 -0.27 -4.25
C 0.35 -0.46 -3.96
C -0.08 -0.71 -2.69
O -0.38 -0.35 -5.12
C 0.55 -0.11 -6.15
O 1.85 -0.04 -5.60
H -0.71 3.17 -2.15
H 0.14 3.75 -0.68
H 1.07 3.13 -2.06
H -1.99 3.02 -0.24
H -3.35 4.16 1.18
H -5.11 3.93 1.16
H -4.17 3.66 -0.33
H -4.96 1.04 3.09
H -5.78 0.55 1.61
H -5.86 -0.49 3.05
H -4.55 -2.36 2.95
H -0.05 -2.05 -0.30
H 2.24 -1.67 0.56
H 0.94 -1.51 1.73
H 1.09 0.90 1.75
H 2.17 0.92 0.35
H 4.45 0.46 0.60
H 4.32 -1.13 1.40
H 6.39 -0.03 2.15
H 5.46 1.43 2.62
H 3.93 -0.36 5.30
H 4.00 1.23 4.49
H 1.90 0.12 3.86
H 2.81 -1.34 3.34
H 2.96 -0.63 -1.19
H 3.70 -0.20 -3.49
H -1.13 -0.86 -2.48
H 0.50 -0.93 -6.88
H 0.31 0.84 -6.65
*
```

Mulliken atomic charge list, values in e, 8 entries: C -1.268; O -0.095; C 0.746; C -0.822; C 0.978; O -0.505; C -1.014; C 0.258

Formula: C4H6NO3
Source: OMol25
Level of theory: ωB97M-V/def2-TZVPD

## Properties
Energy ... -11879.181 eV
Strongest force on any atom ... 1.45 eV Å⁻¹
Orbital gap ... 8.3 eV
SMILES ... N[C@H](C=O)CC(=O)[O-]
ΔE to the lowest compared entry with this formula, charge and spin ... 124.3 kJ/mol

```
! RIJCOSX wB97M-V def2-TZVPD def2/J DEFGRID3
* xyz -1 1
N -1.16 -1.45 0.43
C -0.46 -0.44 -0.36
C 0.99 -0.90 -0.63
O 1.50 -1.74 0.08
C -0.55 0.95 0.28
C 0.75 1.84 0.35
O 1.77 1.27 -0.11
O 0.64 2.99 0.79
H -0.52 -1.78 1.15
H -1.39 -2.28 -0.11
H -0.96 -0.33 -1.32
H 1.46 -0.58 -1.57
H -1.21 1.60 -0.29
H -0.87 0.85 1.32
*
```

Mulliken atomic charge list, values in e, 8 entries: N -0.751; C 0.320; C 0.097; O -0.596; C -0.803; C 0.613; O -0.678; O -0.738

Among the records above, which one has the lowest energy? C17H20N3O6SeTi